{
  "formula": "C34H32IrN4O4PS2",
  "method": "wB97M-V/def2-TZVPD",
  "species": ["Ir", "N", "N", "C", "O", "O", "H", "H", "H", "C", "C", "C", "C", "C", "C", "C", "P", "C", "C", "C", "C", "C", "C", "C", "C", "C", "C", "C", "C", "C", "C", "H", "H", "H", "H", "H", "H", "H", "H", "H", "H", "H", "H", "H", "H", "H", "H", "H", "H", "H", "H", "C", "C", "C", "N", "C", "C", "H", "H", "H", "H", "H", "O", "S", "O", "N", "C", "S", "C", "C", "C", "C", "C", "C", "H", "H", "H", "H"],
  "positions_angstrom": [[1.3644, -1.5474, 0.0783], [2.7370, -3.0127, 0.9601], [1.9968, -4.2140, 1.0885], [0.6269, -4.1980, 0.7561], [-0.0870, -5.0960, 1.1072], [0.2491, -3.1770, 0.0112], [3.5315, -3.1828, 0.3490], [3.0861, -2.6952, 1.8633], [2.2180, -4.7760, 1.8972], [-2.5140, 1.6510, -2.4135], [-2.8141, 0.2335, -1.9867], [-4.1424, -0.1732, -2.0950], [-4.5692, -1.4296, -1.6963], [-3.6566, -2.3311, -1.1787], [-2.3274, -1.9622, -1.0624], [-1.8952, -0.6929, -1.4521], [-0.1220, -0.3394, -1.3136], [0.0554, 1.4216, -0.9088], [0.9753, 2.1900, -1.6237], [1.1885, 3.5164, -1.2858], [0.4840, 4.0744, -0.2283], [-0.4358, 3.3138, 0.4756], [-0.6800, 1.9828, 0.1435], [-1.7585, 1.2301, 0.8733], [0.6285, -0.6121, -2.9350], [0.1342, -0.0795, -4.1254], [0.8771, -0.1838, -5.2875], [2.1152, -0.8178, -5.2636], [2.5758, -1.4034, -4.0966], [1.8185, -1.3339, -2.9285], [2.1854, -2.1390, -1.7168], [-3.2376, 1.9593, -3.1667], [-1.5201, 1.7993, -2.8251], [-2.6068, 2.3404, -1.5708], [-4.8610, 0.5259, -2.5051], [-5.6120, -1.7005, -1.7963], [-3.9658, -3.3206, -0.8703], [-1.6190, -2.6683, -0.6577], [1.5226, 1.7525, -2.4495], [1.8979, 4.1116, -1.8462], [0.6444, 5.1091, 0.0463], [-0.9837, 3.7518, 1.3012], [-1.9908, 1.7263, 1.8114], [-1.4778, 0.1945, 1.0741], [-2.6769, 1.1927, 0.2848], [-0.8264, 0.4152, -4.1491], [0.4979, 0.2345, -6.2098], [2.7072, -0.8800, -6.1671], [3.5103, -1.9526, -4.0974], [3.2691, -2.2730, -1.6428], [1.7640, -3.1435, -1.8267], [4.3283, 2.3706, 0.3062], [3.2747, 2.2060, 1.1860], [2.4642, 1.0944, 1.0703], [2.6536, 0.1459, 0.1367], [3.6674, 0.3251, -0.7291], [4.5179, 1.4093, -0.6727], [4.9839, 3.2281, 0.3759], [3.0602, 2.9221, 1.9664], [1.6392, 0.9664, 1.7504], [3.7967, -0.4146, -1.4989], [5.3163, 1.4877, -1.3968], [-0.6639, 3.0445, 3.9697], [-0.3201, 1.8444, 4.6701], [0.2678, 1.9113, 5.9656], [0.6952, 0.9251, 3.6775], [0.1182, -0.1637, 3.3477], [0.9291, -1.4495, 2.4696], [-1.2673, -0.3880, 3.8407], [-2.1292, -1.4449, 3.6074], [-3.3928, -1.3868, 4.1849], [-3.7740, -0.3038, 4.9702], [-2.9057, 0.7600, 5.2011], [-1.6597, 0.6870, 4.6202], [-1.8317, -2.2867, 2.9940], [-4.0899, -2.1977, 4.0233], [-4.7620, -0.2873, 5.4100], [-3.1976, 1.6040, 5.8110]],
  "spin_multiplicity": 2,
  "de_lowest_kj_mol": 0.0,
  "homo_energy_ev": [-11.70, -11.70],
  "lumo_ev": [-3.124, -5.870],
  "charge": 1
}



{
  "formula": "C16H43IN3O6V",
  "method": "wB97M-V/def2-TZVPD",
  "species": ["O", "V", "I", "C", "C", "O", "H", "H", "H", "H", "H", "C", "C", "O", "H", "H", "H", "H", "H", "C", "C", "C", "O", "C", "N", "H", "H", "H", "H", "H", "H", "H", "H", "H", "H", "H", "C", "C", "C", "O", "C", "N", "H", "H", "H", "H", "H", "H", "H", "H", "H", "H", "H", "C", "C", "C", "O", "C", "N", "H", "H", "H", "H", "H", "H", "H", "H", "H", "H", "H"],
  "positions_angstrom": [[0.2392, -0.8798, -0.8714], [1.4253, 0.1943, -1.0827], [0.9455, 0.6735, -3.9632], [2.5118, 3.7963, 0.0473], [3.5897, 2.8950, -0.5953], [3.2266, 1.6054, -0.9424], [1.9163, 3.2503, 0.7757], [1.8507, 4.1077, -0.7652], [3.0393, 4.6247, 0.5245], [4.4616, 2.8179, 0.0854], [4.0531, 3.4197, -1.4495], [1.6931, -3.1817, -2.1028], [3.0752, -2.6547, -1.6543], [3.1149, -1.3344, -1.2537], [1.8108, -4.0586, -2.7450], [1.1118, -2.4028, -2.5889], [1.1408, -3.4951, -1.2073], [3.6666, -2.7751, -2.5863], [3.6087, -3.3237, -0.9593], [-2.1013, 1.1031, 0.4466], [-1.3590, 1.7842, -0.6902], [-1.7802, 3.2865, -0.7565], [-1.0559, 4.0456, -1.7047], [-1.2746, 3.6669, -3.0569], [0.0699, 1.7876, -0.3499], [-1.6854, 0.1085, 0.6084], [-3.1740, 1.0465, 0.2646], [-1.9700, 1.5533, 1.4394], [-1.4707, 1.2370, -1.6239], [-1.4015, 3.6787, 0.1947], [-2.8412, 3.5613, -0.7483], [-0.4971, 4.0222, -3.7278], [-2.1953, 4.1847, -3.3742], [-1.4048, 2.5919, -3.1493], [0.5606, 2.5338, -0.8433], [0.1535, 1.9657, 0.6470], [-1.2897, -3.5003, 0.8972], [-2.5432, -3.9915, 0.1747], [-3.4464, -2.8513, -0.2539], [-2.7832, -1.6618, -0.6928], [-3.0057, -1.3350, -2.0591], [-2.1192, -4.8326, -0.9662], [-0.5200, -3.0962, 0.2374], [-0.8553, -4.2671, 1.5414], [-1.5198, -2.6432, 1.5467], [-3.0819, -4.6028, 0.9055], [-3.8679, -2.4205, 0.6667], [-4.2977, -3.1307, -0.8780], [-3.1187, -2.2481, -2.6585], [-2.0934, -0.9170, -2.4880], [-3.9343, -0.7646, -2.1370], [-1.7664, -4.1896, -1.6709], [-1.3184, -5.3762, -0.6673], [1.3104, -1.8606, 2.7287], [0.9798, -0.4541, 2.2415], [0.9573, 0.6214, 3.3040], [0.7545, 1.8933, 2.7144], [0.4239, 2.8726, 3.6748], [1.9111, -0.0819, 1.1189], [2.1688, -1.8674, 3.4069], [1.5443, -2.5141, 1.8907], [0.4594, -2.2498, 3.2926], [-0.0289, -0.4615, 1.8168], [1.8418, 0.6668, 3.9515], [0.1312, 0.2793, 3.9461], [1.3170, 3.3901, 4.0447], [-0.2975, 2.5589, 4.4272], [-0.0244, 3.6916, 3.0951], [2.4261, 0.7118, 1.5009], [2.6324, -0.8042, 1.1056]],
  "spin_multiplicity": 2,
  "homo_energy_ev": [-4.23, -4.23],
  "lumo_ev": [2.302, 2.302],
  "charge": -1
}



{
  "formula": "C23H24NO2",
  "method": "wB97M-V/def2-TZVPD",
  "species": ["C", "O", "C", "C", "C", "C", "C", "C", "C", "C", "C", "O", "C", "C", "C", "C", "C", "H", "H", "H", "H", "H", "H", "H", "H", "H", "H", "H", "H", "H", "H", "H", "C", "N", "C", "C", "C", "C", "C", "C", "C", "H", "H", "H", "H", "H", "H", "H", "H", "H"],
  "positions_angstrom": [[0.0300, -5.6693, 3.5232], [0.3081, -4.2942, 3.8789], [-0.1109, -3.3079, 3.0451], [0.4699, -2.0221, 3.2155], [0.3033, -1.0674, 2.2466], [-0.5358, -1.2732, 1.1047], [-0.5838, -0.2903, 0.0952], [-1.5059, -0.2992, -1.0026], [-2.0900, 0.9296, -1.4388], [-3.0024, 0.9763, -2.4639], [-3.3513, -0.2092, -3.1644], [-4.2185, -0.0754, -4.2008], [-4.5631, -1.2463, -4.9801], [-2.7645, -1.4419, -2.7820], [-1.8499, -1.4703, -1.7449], [-1.2923, -2.4961, 1.0931], [-1.0369, -3.5163, 1.9895], [0.5110, -6.2476, 4.3119], [-1.0509, -5.8654, 3.5142], [0.4657, -5.9244, 2.5464], [1.0925, -1.8505, 4.0911], [0.8092, -0.1071, 2.3189], [0.1934, 0.4642, 0.0631], [-1.8166, 1.8457, -0.9149], [-3.4714, 1.9068, -2.7784], [-5.1520, -0.8467, -5.8067], [-3.6677, -1.7579, -5.3630], [-5.1695, -1.9450, -4.3855], [-3.0256, -2.3627, -3.3115], [-1.3597, -2.4150, -1.5127], [-2.0602, -2.6558, 0.3419], [-1.5259, -4.4874, 1.8755], [0.0189, 2.7113, 1.5805], [0.8943, 1.7280, 0.9565], [2.1713, 1.7669, 0.7706], [3.0878, 2.8250, 0.3152], [4.4357, 2.4609, 0.0551], [5.3533, 3.3854, -0.4371], [4.9547, 4.7117, -0.6654], [3.6319, 5.0911, -0.4028], [2.6978, 4.1607, 0.0708], [0.1263, 3.7266, 1.1677], [-1.0023, 2.3598, 1.3960], [0.1722, 2.7563, 2.6736], [2.7035, 0.8060, 0.9099], [4.7363, 1.4288, 0.2404], [6.3769, 3.0731, -0.6474], [5.6737, 5.4376, -1.0490], [3.3232, 6.1243, -0.5776], [1.6661, 4.4689, 0.2384]],
  "de_lowest_kj_mol": 245.3,
  "homo_energy_ev": -11.23,
  "lumo_ev": -4.737,
  "charge": 1
}



{
  "formula": "C27H48Br14ClF7N5O2",
  "method": "wB97M-V/def2-TZVPD",
  "species": ["C", "O", "C", "C", "C", "C", "N", "C", "Cl", "C", "C", "F", "F", "C", "F", "F", "C", "F", "F", "F", "N", "O", "C", "C", "C", "N", "N", "N", "H", "H", "H", "H", "H", "H", "H", "H", "H", "H", "H", "H", "H", "H", "H", "H", "H", "H", "H", "H", "Br", "C", "C", "Br", "H", "H", "H", "H", "Br", "C", "C", "Br", "H", "H", "H", "H", "Br", "C", "C", "Br", "H", "H", "H", "H", "Br", "C", "C", "Br", "H", "H", "H", "H", "Br", "C", "C", "Br", "H", "H", "H", "H", "Br", "C", "C", "Br", "H", "H", "H", "H", "Br", "C", "C", "Br", "H", "H", "H", "H"],
  "positions_angstrom": [[-5.9340, -2.6427, 1.2418], [-6.4057, -1.3521, 0.8068], [-6.4905, -1.3357, -0.6271], [-5.6519, -0.1069, -1.1254], [-4.1074, -0.2327, -0.7238], [-3.3616, 0.9740, -1.4129], [-2.5530, 0.6140, -2.6098], [-2.7342, -0.3430, -3.6032], [-4.0685, -1.4804, -3.7162], [-1.6670, -0.2487, -4.5727], [-1.4300, -1.0979, -5.8457], [-0.4755, -0.5730, -6.6797], [-2.6179, -1.0964, -6.5661], [-1.0751, -2.6136, -5.5697], [-0.6366, -3.1528, -6.7619], [-2.2202, -3.2973, -5.2339], [0.0788, -2.8474, -4.5079], [0.9074, -1.7852, -4.3441], [-0.4685, -3.2766, -3.3331], [0.8550, -3.8817, -4.9709], [-0.8896, 0.8192, -4.0675], [0.2072, 1.2531, -4.7276], [-1.4066, 1.3285, -2.9140], [-0.7680, 2.5344, -2.1645], [0.6981, 2.2519, -1.6080], [1.6745, 3.1658, -2.2418], [1.0563, 0.8062, -1.8430], [0.6465, 2.4971, -0.1427], [-5.8296, -2.5772, 2.3593], [-6.6886, -3.4560, 1.0341], [-4.9165, -2.8723, 0.8304], [-7.5620, -1.2200, -0.9325], [-6.0563, -2.2529, -1.1086], [-5.7049, 0.0576, -2.2371], [-6.0594, 0.8394, -0.6643], [-4.0892, -0.0845, 0.3903], [-3.7285, -1.2393, -1.0312], [-2.6394, 1.3796, -0.6495], [-4.0671, 1.8147, -1.6475], [0.4539, 2.1434, -4.3963], [-0.7150, 3.3698, -2.9268], [-1.4577, 2.9189, -1.3680], [1.9766, 2.8100, -3.1500], [2.4971, 3.1746, -1.6232], [1.5523, 0.7213, -2.7320], [1.6737, 0.5420, -1.0690], [0.0957, 1.7079, 0.2266], [1.6119, 2.3601, 0.1819], [-1.4925, -0.0913, 1.7327], [-0.6482, -1.7911, 2.1734], [0.8003, -1.6008, 2.5343], [1.8760, -1.3044, 0.9407], [-0.7961, -2.4477, 1.3188], [-1.2101, -2.1781, 3.0237], [1.2047, -2.5028, 2.9928], [0.9741, -0.7550, 3.1963], [5.2056, 5.5866, -1.3004], [4.0950, 5.3282, 0.2789], [4.7129, 4.3311, 1.2246], [4.4707, 2.5034, 0.5877], [3.1078, 5.0331, -0.0722], [4.0307, 6.3102, 0.7463], [4.2157, 4.3622, 2.1937], [5.7815, 4.4765, 1.3665], [8.3606, 3.7731, 2.9175], [8.7746, 3.6544, 1.0156], [10.1886, 4.0922, 0.7340], [10.3521, 6.0315, 0.7853], [8.0295, 4.2488, 0.4900], [8.6400, 2.6028, 0.7607], [10.4838, 3.8085, -0.2760], [10.9101, 3.6939, 1.4440], [-3.0733, -4.3675, 3.9173], [-3.2690, -3.3070, 5.5412], [-4.4785, -2.4119, 5.4683], [-4.1463, -0.8624, 4.3339], [-2.3387, -2.7597, 5.6768], [-3.3780, -4.0348, 6.3447], [-4.7115, -2.0010, 6.4503], [-5.3594, -2.9120, 5.0712], [-0.7056, 3.9386, 3.4458], [-2.3634, 4.0705, 4.4619], [-3.1596, 2.7950, 4.3737], [-4.0631, 2.6438, 2.6547], [-2.8995, 4.9380, 4.0835], [-2.0542, 4.2591, 5.4894], [-3.9577, 2.7871, 5.1157], [-2.5521, 1.8999, 4.4921], [6.3013, 0.3405, 3.6105], [8.1466, -0.1530, 3.2311], [8.8273, -0.7154, 4.4522], [9.3211, 0.6945, 5.7013], [8.6369, 0.7353, 2.8372], [8.0833, -0.9065, 2.4462], [9.7668, -1.1959, 4.1800], [8.2085, -1.4223, 5.0002], [-5.2225, -7.9959, -4.3893], [-3.8274, -6.6417, -4.2939], [-2.9815, -6.8108, -3.0582], [-3.9060, -6.1614, -1.4699], [-4.3211, -5.6736, -4.3457], [-3.2272, -6.7878, -5.1917], [-2.0768, -6.2066, -3.1270], [-2.7075, -7.8452, -2.8638]],
  "homo_energy_ev": -11.39,
  "lumo_ev": -2.550,
  "charge": 1
}



no.,E_tot (eV),F_max (eV/A)
1,-83721.388,0.68
2,-67833.916,3.05
3,-29816.152,3.39
4,-1052455.123,2.81